{
  "formula": "C16H24F9N5O3S",
  "method": "the ωB97M-V functional and the def2-TZVPD basis",
  "elements": ["C", "C", "C", "N", "C", "N", "C", "C", "N", "C", "N", "C", "C", "C", "C", "F", "F", "C", "F", "F", "F", "N", "C", "C", "C", "F", "H", "H", "H", "H", "H", "H", "H", "H", "H", "H", "H", "H", "H", "H", "H", "H", "H", "H", "H", "H", "H", "H", "H", "H", "C", "F", "F", "F", "S", "O", "O", "O"],
  "xyz": [[0.02, 3.55, 5.13], [-1.06, 2.95, 4.53], [-1.28, 3.02, 3.05], [-1.47, 1.71, 2.40], [-1.54, 1.63, 1.07], [-1.42, 2.69, 0.26], [-1.54, 2.20, -0.98], [-1.50, 3.09, -2.17], [-0.38, 4.02, -2.06], [-0.48, 5.09, -3.07], [-1.74, 0.89, -0.95], [-1.92, -0.02, -2.09], [-0.72, -0.97, -2.29], [0.04, -0.71, -3.61], [0.56, -1.97, -4.27], [-0.29, -3.02, -4.14], [0.67, -1.72, -5.61], [1.95, -2.43, -3.79], [2.80, -1.40, -3.72], [2.45, -3.31, -4.65], [1.86, -3.00, -2.59], [-1.74, 0.49, 0.36], [-1.97, -0.85, 0.90], [-0.73, -1.73, 1.04], [0.43, -1.10, 1.81], [1.11, -2.13, 2.41], [1.03, 3.19, 4.95], [-0.14, 4.40, 5.79], [-1.79, 2.38, 5.12], [-0.46, 3.57, 2.59], [-2.19, 3.62, 2.94], [-1.54, 0.88, 2.96], [-1.40, 2.55, -3.11], [-2.46, 3.62, -2.23], [-0.39, 4.44, -1.14], [0.46, 5.22, -3.60], [-0.78, 6.04, -2.61], [-1.25, 4.86, -3.81], [-2.84, -0.57, -1.88], [-2.10, 0.59, -2.97], [-0.03, -0.78, -1.47], [-1.08, -1.99, -2.23], [0.90, -0.09, -3.37], [-0.56, -0.13, -4.31], [-2.45, -0.72, 1.87], [-2.69, -1.36, 0.26], [-0.37, -2.11, 0.09], [-1.03, -2.61, 1.61], [0.11, -0.43, 2.61], [1.14, -0.63, 1.13], [3.15, -5.26, 2.38], [2.94, -6.56, 2.14], [3.52, -4.70, 1.20], [1.96, -4.72, 2.70], [4.40, -4.97, 3.70], [5.58, -5.60, 3.16], [3.80, -5.62, 4.84], [4.44, -3.52, 3.76]],
  "nbo_charge": [-0.351, -0.213, -0.260, -0.576, 0.594, -0.519, 0.466, -0.274, -0.609, -0.424, -0.142, -0.209, -0.434, -0.474, 0.617, -0.317, -0.316, 0.918, -0.308, -0.294, -0.300, -0.192, -0.225, -0.468, 0.057, -0.325, 0.215, 0.212, 0.203, 0.231, 0.228, 0.417, 0.211, 0.207, 0.376, 0.211, 0.198, 0.188, 0.224, 0.235, 0.225, 0.247, 0.250, 0.231, 0.227, 0.233, 0.225, 0.261, 0.146, 0.175, 0.663, -0.336, -0.346, -0.347, 2.358, -0.991, -0.994, -1.005],
  "total_energy_ev": -65861.9590,
  "homo_ev": -7.03,
  "orbital_gap_ev": 5.75,
  "lumo_ev": -1.3,
  "spin_multiplicity": 1
}